ORCA calculation (ωB97M-V with the def2-TZVPD basis set) on C58H55CaF3N5OS4Sb as an isolated structure in a non-equilibrium geometry.

CARTESIAN COORDINATES (ANGSTROEM)
Sb  -3.20382  0.45528  3.14723
Ca  -1.24087  0.49426  0.75222
S  1.79412  2.24124  -0.51443
S  2.05922  -0.51009  1.05297
S  -3.56580  2.81761  0.65029
S  -0.45536  0.34850  -8.64704
F  -2.29011  -2.91744  8.33594
F  -4.49317  5.90430  5.94153
F  -9.10894  -1.42382  2.17303
O  2.06177  0.02107  -7.94905
N  -3.76160  5.41060  0.45884
N  -0.26808  1.18302  2.74532
N  -1.67211  4.67164  1.01726
N  4.62720  -0.30137  0.52800
N  4.42698  2.31247  -0.37552
C  -2.92379  4.38459  0.71622
C  4.27800  -2.97427  -0.89058
C  5.74218  0.29833  -0.18314
C  -1.55822  -2.24056  6.20835
C  -3.56087  -1.30485  7.18838
C  -0.66743  -3.39468  -0.35936
C  -0.87106  1.66716  -4.86154
C  -0.95746  -3.31794  1.00072
C  6.43813  -3.29201  0.10828
C  4.44302  3.63037  -0.99929
C  6.43848  3.98137  -4.21811
C  -7.39643  0.14657  1.80776
C  6.73623  -4.25968  -0.84141
C  6.04076  4.12308  -2.89466
C  -2.87326  -0.63123  4.97426
C  -0.86375  0.49879  -1.45486
C  -0.29879  -0.74381  -6.12801
C  5.20735  -2.64891  0.09418
C  4.57841  -3.93709  -1.84024
C  -2.14655  -2.69564  1.37524
C  1.30086  0.12210  -8.87275
C  3.28467  1.62285  -0.15129
C  -1.53194  -2.86386  -1.30455
C  3.40165  0.25952  0.46361
C  -7.84570  -1.01526  2.40538
C  -3.63129  -1.64396  -1.96484
C  1.68939  0.07843  -10.32593
C  -0.20974  2.17568  2.14520
C  -2.62993  3.21269  4.41669
C  -0.73865  0.54516  -2.66952
C  4.86721  3.52990  -2.44639
C  -4.21583  4.71761  5.35997
C  -0.54089  0.40241  -6.87130
C  -4.95179  2.62013  4.51502
C  4.86862  -1.60522  1.12955
C  -5.74281  -1.34108  3.46851
C  -3.75349  -0.54294  6.04666
C  1.35990  -4.16214  1.65575
C  -6.09864  0.56518  2.05861
C  5.71550  1.79209  0.03697
C  -5.24699  3.83225  5.12270
C  -0.82525  1.60660  -6.24342
C  -1.76712  -1.46687  5.07485
C  -5.26485  -0.16095  2.90858
C  4.49428  2.64253  -4.65804
C  -2.47058  -2.15334  7.24054
C  -2.71897  -2.23976  -0.93298
C  -2.90905  4.43086  5.01920
C  -0.10001  -3.97472  2.06530
C  4.09389  2.79105  -3.34036
C  -0.63854  0.52314  -4.09297
C  -3.64766  2.30137  4.15463
C  -7.03817  -1.77643  3.22679
C  5.80768  -4.58154  -1.81748
C  -0.34426  -0.67912  -4.74837
C  -0.73146  -5.32601  2.42736
C  -3.01501  -2.16655  0.42487
C  5.67079  3.23525  -5.09721
H  2.08022  -0.91291  -10.55668
H  3.88679  2.06231  -5.34027
H  -1.29363  -2.95171  -2.35691
H  -3.64845  -2.25392  -2.86760
H  6.64994  4.70475  -2.21209
H  -0.15475  -5.82720  3.20607
H  -1.08259  2.60559  -4.36707
H  -3.26348  -0.65339  -2.24339
H  3.96061  -1.88649  1.65849
H  -7.41863  -2.68989  3.66296
H  1.77879  -3.22500  1.29166
H  -0.75930  -5.96931  1.54652
H  -3.95891  -1.73456  0.74598
H  -0.06945  -1.67659  -6.62473
H  -8.05368  0.70568  1.15589
H  -5.73401  1.47263  1.59109
H  -0.12192  -3.33740  2.95613
H  7.35384  4.45085  -4.55442
H  0.83965  0.29605  -10.96866
H  -6.25912  4.08900  5.40363
H  -3.43239  6.35825  0.39889
H  -1.00016  3.92858  1.32256
H  6.48881  2.27110  -0.56360
H  -2.12908  5.15128  5.22460
H  5.98540  3.11791  -6.12578
H  5.66368  0.08619  -1.25533
H  -2.43489  -2.67303  2.42312
H  -4.59992  0.13105  5.99049
H  -5.10191  -1.93018  4.11355
H  7.16789  -3.04364  0.87005
H  0.23039  -3.89577  -0.69645
H  3.17363  2.33347  -3.00072
H  1.45660  -4.91770  0.87457
H  -1.60817  2.97894  4.15034
H  2.48418  0.80300  -10.49922
H  -4.24275  -1.25044  8.02581
H  -1.04619  -1.50416  4.26542
H  3.84759  -4.19270  -2.59584
H  -5.75660  1.92645  4.31076
H  -1.75247  -5.19335  2.78583
H  6.67081  -0.12858  0.19399
H  3.43528  4.03382  -0.92309
H  5.12710  4.26695  -0.43260
H  7.69315  -4.76346  -0.80999
H  -4.64716  -1.54146  -1.58414
H  1.94395  -4.49281  2.51533
H  -0.70748  -2.90284  6.29253
H  -1.00726  2.49012  -6.84037
H  3.31912  -2.46917  -0.90621
H  -0.14642  -1.56223  -4.15617
H  -4.70067  5.20294  0.17407
H  6.04022  -5.33638  -2.55674
H  -1.36515  5.63131  0.99618
H  5.89105  2.01962  1.09605
H  5.68773  -1.50538  1.84733

Properties
Orbital gap ... 6.895 eV
HOMO energy ... -7.4 eV
Energy ... -5402.4026 Ha

These are the Löwdin partial charges, in e, on atoms 1 to 8:
1 Sb 1.448
2 Ca 0.819
3 S 0.739
4 S 0.726
5 S 0.585
6 S 1.009
7 F 0.058
8 F 0.051